Record 1
Entry from OMol25: a structure of composition C20H10Cl5N2O3Pt (ωB97M-V with the def2-TZVPD basis set).

LUMO (alpha / beta): 2.425 / 1.817 eV
HOMO-LUMO gap (alpha / beta): 7.03 / 6.73 eV
charge: -1
2S+1: 3
HOMO (alpha / beta): -4.61 / -4.92 eV
<S²>: 2.009

Each line ends with the natural charge from an NBO analysis.
Geometry (Å):
1 Pt -0.391 0.246 -1.259  1.0278
2 O 4.068 -1.213 -2.112  -0.6903
3 C 4.323 -1.601 -0.849  0.3416
4 C 5.489 -2.332 -0.613  -0.2898
5 C 5.785 -2.782 0.659  -0.1880
6 C 4.927 -2.511 1.723  -0.2809
7 C 3.780 -1.773 1.491  -0.1579
8 C 3.461 -1.301 0.219  -0.1519
9 C 2.231 -0.487 -0.012  0.5634
10 O 1.927 -0.194 -1.234  -0.8037
11 N 1.566 -0.112 1.049  -0.4509
12 N 0.487 0.649 0.648  -0.3053
13 C -0.086 1.403 1.498  0.1189
14 C -1.066 2.411 1.135  -0.2255
15 C -1.827 3.000 2.154  -0.1510
16 C -2.684 4.049 1.913  -0.2962
17 C -2.763 4.555 0.608  -0.2021
18 C -2.014 4.010 -0.410  -0.2483
19 C -1.153 2.905 -0.199  0.3816
20 O -0.449 2.426 -1.194  -0.7428
21 H 3.178 -0.780 -2.085  0.5175
22 H 6.140 -2.538 -1.455  0.2135
23 H 6.692 -3.353 0.825  0.1998
24 H 5.154 -2.872 2.719  0.2024
25 H 3.099 -1.534 2.298  0.2308
26 H 0.258 1.346 2.531  0.1825
27 H -1.724 2.609 3.163  0.1973
28 H -3.273 4.479 2.715  0.2016
29 H -3.423 5.391 0.397  0.1990
30 H -2.067 4.395 -1.424  0.2071
31 Cl -3.608 1.550 -1.775  0.0232
32 C -3.462 -0.160 -1.545  0.0304
33 C -2.192 -0.704 -1.384  -0.3887
34 C -2.141 -2.087 -1.208  -0.0694
35 Cl -0.573 -2.821 -0.995  0.0301
36 C -3.269 -2.899 -1.182  -0.0989
37 Cl -3.126 -4.607 -0.960  0.0313
38 C -4.525 -2.316 -1.335  -0.0896
39 Cl -5.948 -3.294 -1.288  0.0303
40 C -4.621 -0.939 -1.518  -0.1289
41 Cl -6.178 -0.214 -1.707  0.0300

Record 2
Entry from OMol25: a structure of composition C29H41F5FeP2 (ωB97M-V with the def2-TZVPD basis set).

LUMO (alpha / beta): -3.672 / -3.815 eV
HOMO-LUMO gap (alpha / beta): 5.63 / 5.97 eV
charge: +1
2S+1: 6
HOMO (alpha / beta): -9.30 / -9.78 eV
<S²>: 8.862

Each line ends with the Löwdin spin population.
Geometry (Å):
1 Fe 0.873 1.184 -1.569  2.8504
2 C -0.061 1.702 0.734  0.0472
3 C -0.824 2.178 -0.379  0.0143
4 C -0.729 -0.154 -0.471  0.0673
5 C 0.029 0.249 0.659  0.0455
6 C -1.311 1.018 -1.089  -0.0051
7 C 0.184 2.449 2.010  0.0065
8 H 0.237 3.540 1.869  0.0001
9 H 1.120 2.124 2.502  0.0024
10 H -0.625 2.263 2.748  0.0009
11 C 0.439 -0.675 1.707  0.4390
12 H 1.208 -0.271 2.356  0.0153
13 H 0.879 -1.918 1.339  0.0825
14 H -0.406 -0.964 2.348  0.0123
15 C -1.204 -1.548 -0.643  0.0097
16 H -2.039 -1.784 0.040  0.0046
17 H -0.397 -2.246 -0.401  0.0005
18 H -1.554 -1.744 -1.660  0.0006
19 C -2.539 0.969 -1.935  0.0017
20 H -3.473 0.940 -1.337  0.0000
21 H -2.545 0.061 -2.553  0.0002
22 H -2.604 1.840 -2.599  -0.0007
23 C -1.383 3.551 -0.528  0.0055
24 H -2.299 3.715 0.063  0.0009
25 H -1.632 3.745 -1.574  0.0006
26 H -0.647 4.303 -0.231  0.0000
27 C 4.895 1.342 -2.325  0.0033
28 C 4.627 2.591 -1.896  0.0133
29 C 4.270 3.728 -2.767  0.0367
30 C 3.442 3.329 -4.012  0.0837
31 C 2.349 2.385 -3.755  0.5762
32 C 2.433 1.047 -4.281  0.1022
33 C 3.854 0.410 -4.462  0.0086
34 C 5.084 0.963 -3.753  0.0013
35 H 5.156 4.262 -3.131  0.0017
36 H 4.087 2.992 -4.837  0.0065
37 H 3.695 4.453 -2.180  0.0001
38 H 5.547 1.796 -4.325  0.0004
39 H 5.259 0.586 -1.622  0.0006
40 H 4.911 2.864 -0.880  0.0007
41 H 5.848 0.165 -3.784  0.0001
42 H 3.863 -0.686 -4.389  0.0006
43 H 2.030 0.892 -5.300  0.0399
44 H 4.027 0.667 -5.510  0.0008
45 H 2.950 4.245 -4.352  0.0139
46 H 1.363 2.844 -3.588  0.0339
47 P 2.733 1.237 0.663  0.0430
48 C 4.185 0.218 1.076  0.0144
49 C 2.918 3.054 0.545  0.0064
50 P 0.916 0.207 -3.524  0.0040
51 C 2.596 0.691 -1.049  0.0621
52 C -0.439 0.962 -4.434  0.0070
53 C 1.028 -1.535 -3.630  -0.0003
54 H 4.006 -0.813 0.719  0.0005
55 H 4.236 0.265 2.175  0.0003
56 H 5.043 0.677 0.568  0.0010
57 H 2.880 3.430 -0.476  0.0016
58 H 3.873 3.283 1.004  -0.0009
59 H 2.124 3.540 1.101  0.0003
60 H 1.699 -1.903 -4.383  -0.0009
61 H 0.006 -1.873 -3.816  0.0013
62 H 1.355 -1.950 -2.677  0.0000
63 H 3.052 -0.278 -1.316  0.0107
64 H 2.763 1.488 -1.850  0.0393
65 H -1.287 0.297 -4.277  0.0006
66 H -0.225 1.104 -5.492  0.0008
67 H -0.685 1.942 -4.006  0.0025
68 F -0.115 -3.861 2.999  0.0022
69 C 0.798 -4.117 2.019  0.0200
70 C 1.245 -3.080 1.216  0.2194
71 C 2.151 -3.444 0.233  0.0214
72 F 2.623 -2.494 -0.640  0.0031
73 C 2.651 -4.742 0.064  0.0074
74 F 3.561 -5.000 -0.896  0.0048
75 C 2.193 -5.752 0.904  -0.0083
76 F 2.617 -7.017 0.744  -0.0028
77 C 1.245 -5.444 1.878  0.0077
78 F 0.773 -6.412 2.692  0.0048

Record 3
Entry from OMol25: a structure of composition C43H38AuN2O2P2 (ωB97M-V with the def2-TZVPD basis set).

LUMO (alpha / beta): -7.554 / -12.192 eV
HOMO-LUMO gap (alpha / beta): 7.81 / 3.17 eV
charge: +3
2S+1: 3
HOMO (alpha / beta): -15.36 / -15.36 eV
<S²>: 2.045

Each line ends with the Löwdin spin population.
Geometry (Å):
1 Au -6.277 -21.891 -1.217  0.0089
2 N -9.154 -19.969 -1.101  0.2489
3 P -7.455 -19.906 -1.402  0.0264
4 C -7.250 -19.097 -2.988  0.0108
5 C -6.782 -19.776 -4.087  0.0021
6 C -6.753 -19.152 -5.365  0.0013
7 C -7.206 -17.854 -5.513  0.0010
8 C -7.706 -17.161 -4.413  0.0006
9 C -7.704 -17.766 -3.146  0.0024
10 C -6.812 -18.746 -0.204  0.0016
11 C -7.317 -18.769 1.117  0.0003
12 C -6.642 -18.088 2.095  0.0005
13 C -5.673 -17.131 1.761  -0.0006
14 C -5.202 -17.095 0.459  0.0004
15 C -5.783 -17.875 -0.544  -0.0003
16 C -10.110 -20.548 -1.897  0.1008
17 C -11.484 -20.287 -1.631  0.2027
18 C -12.429 -21.021 -2.318  -0.0155
19 C -12.070 -21.923 -3.340  0.2331
20 C -10.687 -22.056 -3.574  0.1006
21 N -9.724 -21.387 -2.872  0.0515
22 H -9.539 -19.393 -0.381  0.0041
23 H -6.352 -20.784 -4.021  0.0014
24 H -6.430 -19.767 -6.206  -0.0002
25 H -7.196 -17.461 -6.493  0.0000
26 H -8.178 -16.176 -4.496  0.0001
27 H -8.082 -17.180 -2.301  0.0000
28 H -8.253 -19.299 1.343  0.0002
29 H -6.840 -18.296 3.161  0.0000
30 H -5.273 -16.499 2.533  0.0000
31 H -4.390 -16.399 0.187  0.0000
32 H -5.359 -17.782 -1.557  0.0000
33 H -11.798 -19.388 -1.125  0.0066
34 H -13.484 -20.951 -1.941  -0.0030
35 H -12.771 -22.488 -3.924  0.0097
36 H -10.301 -22.648 -4.417  0.0018
37 C -5.849 -26.380 -2.102  0.0001
38 C -5.457 -25.227 -1.242  0.0001
39 O -5.840 -24.073 -1.491  0.0025
40 C -4.584 -25.601 -0.089  0.0000
41 C -4.288 -24.596 0.836  0.0000
42 C -3.590 -24.913 1.970  0.0000
43 C -3.058 -26.235 2.142  0.0000
44 C -3.262 -27.220 1.164  0.0000
45 C -3.883 -26.828 -0.001  0.0000
46 H -6.470 -26.089 -2.978  0.0000
47 H -6.296 -27.119 -1.472  0.0000
48 H -4.900 -26.787 -2.470  0.0000
49 H -4.608 -23.581 0.527  0.0002
50 H -3.511 -24.181 2.750  0.0000
51 H -2.590 -26.486 3.074  0.0000
52 H -3.064 -28.283 1.403  0.0000
53 H -3.913 -27.555 -0.808  0.0000
54 O -6.169 -24.220 -5.529  0.0155
55 P -5.319 -23.646 -6.623  -0.0041
56 C -4.052 -22.436 -6.047  0.1861
57 C -3.449 -21.515 -6.934  -0.0015
58 C -2.445 -20.669 -6.549  0.1332
59 C -2.051 -20.634 -5.221  0.1472
60 C -2.553 -21.538 -4.320  0.0053
61 C -3.622 -22.385 -4.718  0.2102
62 C -4.541 -24.954 -7.488  0.0364
63 C -3.378 -24.759 -8.191  0.0525
64 C -2.593 -25.825 -8.694  0.0043
65 C -2.963 -27.119 -8.317  0.0305
66 C -4.135 -27.360 -7.604  0.0435
67 C -4.903 -26.268 -7.196  -0.0002
68 C -6.185 -22.721 -7.869  0.0378
69 C -7.426 -22.159 -7.457  0.0265
70 C -8.115 -21.297 -8.330  0.0047
71 C -7.672 -21.114 -9.608  0.0366
72 C -6.479 -21.764 -10.085  0.0067
73 C -5.767 -22.525 -9.216  0.0118
74 H -3.847 -21.578 -7.932  -0.0021
75 H -1.971 -20.010 -7.278  0.0043
76 H -1.314 -19.891 -4.913  0.0053
77 H -2.296 -21.530 -3.277  -0.0028
78 H -4.095 -23.073 -4.006  0.0072
79 H -3.021 -23.738 -8.267  0.0002
80 H -1.688 -25.741 -9.350  -0.0005
81 H -2.326 -27.917 -8.640  0.0009
82 H -4.451 -28.354 -7.343  0.0017
83 H -5.967 -26.448 -6.861  -0.0007
84 H -7.669 -22.334 -6.377  0.0004
85 H -9.080 -20.888 -8.009  -0.0004
86 H -8.219 -20.482 -10.270  0.0018
87 H -6.204 -21.736 -11.155  -0.0001
88 H -4.783 -22.883 -9.516  0.0006

Record 4
Entry from OMol25: a structure of composition C31H34IrO2PS (ωB97M-V with the def2-TZVPD basis set).

LUMO (alpha / beta): -10.817 / -11.184 eV
HOMO-LUMO gap (alpha / beta): 6.24 / 5.87 eV
charge: +3
2S+1: 2
HOMO (alpha / beta): -17.06 / -17.05 eV
<S²>: 0.757

Each line ends with the natural charge from an NBO analysis.
Geometry (Å):
1 Ir 0.414 -0.296 0.992  1.0198
2 C 5.600 -0.187 1.259  -0.6544
3 C 5.010 -0.723 -0.018  0.0540
4 C 5.826 -1.378 -0.934  -0.1852
5 C 5.318 -1.891 -2.118  -0.1188
6 C 3.969 -1.757 -2.433  -0.2039
7 C 3.128 -1.113 -1.549  -0.1602
8 C 3.650 -0.611 -0.349  -0.5236
9 P 2.561 0.295 0.696  1.5823
10 C 2.205 -0.291 2.361  -0.4987
11 C 1.866 0.727 3.324  -0.0993
12 C 1.689 0.435 4.644  -0.2362
13 C 1.887 -0.886 5.072  0.0036
14 C 2.285 -1.881 4.188  -0.2493
15 C 2.487 -1.632 2.841  0.1583
16 C 3.068 -2.739 2.017  -0.6699
17 C 2.601 2.039 0.524  -0.5395
18 C 3.748 2.785 0.233  -0.1293
19 C 3.630 4.158 0.147  -0.1834
20 C 2.387 4.760 0.333  -0.1032
21 C 1.248 4.005 0.588  -0.2292
22 C 1.347 2.624 0.684  0.0935
23 C 0.154 1.736 0.900  -0.6686
24 H 6.548 0.311 1.056  0.2687
25 H 5.814 -0.991 1.966  0.2486
26 H 4.961 0.540 1.766  0.1985
27 H 6.883 -1.479 -0.719  0.2495
28 H 5.985 -2.389 -2.809  0.2544
29 H 3.586 -2.141 -3.369  0.2489
30 H 2.077 -0.993 -1.785  0.2223
31 H 1.770 1.751 2.986  0.2475
32 H 1.429 1.210 5.352  0.2693
33 H 1.756 -1.131 6.119  0.2627
34 H 2.480 -2.877 4.566  0.2579
35 H 2.656 -3.697 2.333  0.2558
36 H 4.141 -2.779 2.228  0.2688
37 H 2.938 -2.629 0.948  0.2455
38 H 4.702 2.301 0.069  0.2404
39 H 4.497 4.765 -0.075  0.2596
40 H 2.302 5.837 0.258  0.2568
41 H 0.289 4.496 0.696  0.2447
42 H -0.625 2.010 0.187  0.2391
43 H -0.298 1.903 1.898  0.2563
44 C -2.485 -0.275 -2.333  -0.8009
45 S -2.366 0.367 -0.679  1.2451
46 C -3.906 -0.192 0.009  -0.7995
47 O -1.321 -0.605 -0.009  -0.9568
48 H -2.669 -1.347 -2.294  0.2629
49 H -1.553 -0.048 -2.847  0.2686
50 H -3.307 0.247 -2.825  0.2843
51 H -4.702 0.353 -0.502  0.2857
52 H -3.916 0.067 1.066  0.2708
53 H -4.011 -1.265 -0.146  0.2602
54 C -1.183 -3.275 1.794  -0.7248
55 C -0.122 -3.337 0.744  0.6443
56 O 0.635 -2.340 0.561  -0.7043
57 C 0.104 -4.537 -0.020  -0.1681
58 C -0.711 -5.668 0.161  -0.1289
59 C -0.482 -6.810 -0.580  -0.2087
60 C 0.563 -6.840 -1.497  -0.0929
61 C 1.383 -5.728 -1.682  -0.2008
62 C 1.157 -4.583 -0.952  -0.1537
63 H -1.158 -2.321 2.320  0.2180
64 H -1.041 -4.078 2.518  0.2784
65 H -2.170 -3.418 1.350  0.2709
66 H -1.523 -5.659 0.875  0.2263
67 H -1.110 -7.680 -0.444  0.2536
68 H 0.743 -7.740 -2.071  0.2507
69 H 2.194 -5.771 -2.396  0.2415
70 H 1.789 -3.715 -1.088  0.2240